[1]
C5H9NS2 | ωB97M-V/def2-TZVPD

XYZ file:
```
17
Properties=species:S:1:pos:R:3:lowdin_charge:R:1
C -2.52998 -0.36780 -0.39209 -0.1285
N -1.51870 0.75642 -0.07297 -0.1280
C -0.17960 0.44514 0.48039 -0.4359
C 0.68228 -0.74804 -0.04533 -0.2109
C 1.86209 0.07716 0.44618 -0.6838
S 3.53639 -0.19406 -0.32300 0.6684
C 0.95201 1.33916 0.15282 -0.7585
S 1.19082 2.91691 -0.15041 0.7483
H -3.42369 -0.03895 -1.15616 0.1114
H -1.99147 -1.33469 -0.66145 0.0661
H -3.20414 -0.52223 0.54818 0.0733
H -1.46665 1.56521 -0.84604 0.1406
H -0.50853 0.23065 1.55663 0.1720
H 0.60026 -0.52919 -1.25258 0.1678
H 0.73790 -1.87405 0.21665 0.1364
H 1.60217 -0.10932 1.58032 0.1525
H 3.65883 -1.61231 -0.08114 -0.0914
```

Summary:
spin multiplicity: 1



[2]
C5H9NS2 | ωB97M-V/def2-TZVPD

XYZ file:
```
17
Properties=species:S:1:pos:R:3:lowdin_charge:R:1
C 3.34540 -0.12116 0.45294 -0.4293
S 1.92141 -0.99529 -0.21948 0.8759
C 0.80465 0.29554 -0.53666 -1.1286
S 1.06943 1.88118 -0.29552 0.6940
C -0.49247 -0.23877 -1.05220 -0.2982
C -1.45038 -0.47526 0.09793 -0.3074
C -2.34747 0.64021 0.58321 -0.1497
N -2.89630 -0.39843 -0.27035 0.0073
H 4.13756 -0.82342 0.67606 0.0276
H 3.73027 0.57607 -0.30881 0.0373
H 3.11908 0.35520 1.41154 0.0397
H -0.42419 -1.17480 -1.61466 0.1082
H -0.94137 0.45032 -1.76914 0.1161
H -1.15206 -1.15927 0.86627 0.1267
H -2.76902 0.66920 1.57917 0.1009
H -2.27527 1.60573 0.10197 0.0938
H -3.37927 -1.08708 0.29772 0.0859
```

Summary:
spin multiplicity: 1



[3]
C5H9NSi | ωB97M-V/def2-TZVPD

XYZ file:
```
16
Properties=species:S:1:pos:R:3:lowdin_charge:R:1
C -2.47925 -0.78501 -0.70920 -0.0048
C -1.24909 -0.34560 -0.56489 -0.4993
N -0.87462 -0.04264 0.76407 0.0910
C 0.39857 0.24663 0.79780 -0.4431
C 1.10929 0.52119 2.06848 -0.0333
C 1.18225 0.49991 -0.44056 -0.2972
Si 0.19391 -0.36322 -1.74562 0.7071
H -2.82732 -0.92604 -1.65870 0.0070
H -3.27143 -0.92512 0.09007 0.0894
H 0.54535 0.04671 2.92029 0.1079
H 0.95507 1.61382 2.22341 0.1066
H 2.06308 0.27664 1.85212 0.0268
H 1.41468 1.62100 -0.65736 0.1247
H 2.22299 0.24592 -0.19757 0.0708
H 0.62989 -1.94439 -1.71552 0.0064
H -0.01338 0.26020 -3.02681 -0.0599
```

Summary:
spin multiplicity: 1



[4]
C5H9NSi | ωB97M-V/def2-TZVPD

XYZ file:
```
16
Properties=species:S:1:pos:R:3:lowdin_charge:R:1
N -2.51629 0.70686 -0.15138 -0.1388
Si -1.72014 -0.56364 0.57842 0.5919
C 0.10181 -0.28579 -0.29106 -0.4046
C 1.17271 -1.24190 -0.16127 -0.1120
C 2.41257 -0.51434 0.00760 -0.0889
C 2.14211 0.89916 0.07216 -0.1167
C 0.79646 1.05846 -0.07708 -0.1087
H -3.44248 0.48273 -0.42309 0.0127
H -2.02503 1.36980 -0.68581 0.0136
H -2.33082 -1.72099 0.08094 -0.0510
H -1.69574 -0.09885 1.99074 -0.0385
H -0.42007 -0.30770 -1.22465 0.0911
H 0.97931 -2.26777 -0.25809 0.0702
H 3.42439 -1.02031 0.09388 0.1056
H 2.94083 1.62943 0.30051 0.1064
H 0.18038 1.87485 0.14820 0.0678
```

Summary:
spin multiplicity: 1



[5]
C5H9NaO5 | ωB97M-V/def2-TZVPD

XYZ file:
```
20
Properties=species:S:1:pos:R:3:lowdin_charge:R:1
C -2.87469 0.98570 0.71599 -0.0857
C -1.39199 0.95865 1.01577 -0.3179
O -0.79544 -0.20745 0.46332 -0.2728
Na -2.16875 -2.05806 0.45159 0.8092
H -3.30068 1.96535 0.96793 0.0876
H -3.06456 0.80883 -0.35427 0.0870
H -3.40832 0.23315 1.31882 0.0662
H -1.21318 1.01405 2.10285 0.1219
H -0.90936 1.85347 0.58372 0.1251
C 0.80118 -0.00922 -0.01822 -0.2254
C 1.08227 -1.33374 -0.71677 -0.1502
O 2.46536 -1.55059 -0.85471 -0.0350
C 3.12920 -0.64767 -1.67250 -0.7665
O 2.83753 0.55868 -1.43834 -0.0442
O 3.66328 -1.13340 -2.66816 0.0101
O 1.53762 0.10832 1.14809 0.0609
H 0.65562 0.90159 -0.61250 0.1488
H 0.61564 -1.32532 -1.71163 0.1434
H 0.67850 -2.15400 -0.10526 0.1202
H 1.66079 1.03166 1.38427 0.1173
```

Summary:
spin multiplicity: 1



[6]
C5H9O | ωB97M-V/def2-TZVPD

XYZ file:
```
15
Properties=species:S:1:pos:R:3:lowdin_charge:R:1
C 2.01107 0.66331 1.34084 -0.0444
C 0.87120 0.20518 0.82947 -0.2017
C 0.70524 -0.26457 -0.59072 -0.2251
C -0.73697 -0.39625 -1.10041 -0.2305
C -1.87967 -0.11793 -0.09955 -0.5926
O -3.09915 -0.31135 -0.62677 -0.3774
H 2.89473 0.85803 0.75088 0.0385
H 1.97965 0.94474 2.39122 0.0337
H 0.08266 -0.07238 1.50887 0.0746
H 1.28339 -1.19204 -0.69011 0.1018
H 1.16491 0.43873 -1.27818 0.0906
H -0.88148 0.32641 -1.90770 0.0886
H -0.95570 -1.34336 -1.58701 0.0869
H -1.70390 0.95847 0.21255 0.0857
H -1.73598 -0.69701 0.84663 0.0714
```

Summary:
spin multiplicity: 1
net charge: -1



[7]
C5H9O | ωB97M-V/def2-TZVPD

XYZ file:
```
15
Properties=species:S:1:pos:R:3:lowdin_charge:R:1
C 1.76750 1.49337 -1.57446 -0.0415
C 0.89973 0.58831 -1.09251 -0.2054
C 0.98431 -0.40820 0.03393 -0.2322
C -0.02677 -0.15994 1.16967 -0.2154
C -1.36377 -0.97847 1.01476 -0.5591
O -2.24615 -0.41102 0.15834 -0.3955
H 2.78492 1.66946 -1.25687 0.0303
H 1.30093 2.04713 -2.38307 0.0287
H -0.06417 0.64070 -1.59489 0.0940
H 0.94786 -1.34957 -0.52527 0.1029
H 1.96486 -0.33304 0.50729 0.0857
H -0.44388 0.83150 1.04760 0.0876
H 0.47775 -0.32895 2.12496 0.0801
H -1.09277 -1.99902 0.61475 0.0734
H -1.83886 -0.96716 2.03582 0.0665
```

Summary:
spin multiplicity: 1
net charge: -1



[8]
C5H9O | ωB97M-V/def2-TZVPD

XYZ file:
```
15
Properties=species:S:1:pos:R:3:lowdin_charge:R:1
C 1.64590 -1.45255 0.46879 -0.0420
C 0.16484 3.42542 -0.56529 0.2564
C -0.04437 1.02299 -0.57515 0.0449
C -1.87387 -0.56309 0.35165 -0.0205
C -0.83007 -0.05610 -0.62611 -0.0451
O 0.04761 2.23589 -0.62761 0.0923
H 2.10288 -1.84186 -0.52062 0.0829
H 1.04139 -0.57755 0.39615 -0.0534
H 2.35294 -1.37625 1.24001 0.0044
H 0.98977 4.14869 -0.88571 0.1456
H -2.61455 -1.20059 -0.24859 0.1292
H -2.35393 0.37520 0.81568 0.1256
H -1.36142 -1.11841 1.11373 0.0830
H 1.40232 -2.26990 1.14389 0.0377
H -0.66945 -0.75190 -1.48082 0.1590
```

Summary:
spin multiplicity: 1
net charge: +1



[9]
C5H9O3 | ωB97M-V/def2-TZVPD

XYZ file:
```
17
Properties=species:S:1:pos:R:3:lowdin_charge:R:1
O 2.63175 -1.69113 1.10392 -0.1026
C 2.13744 -0.54478 1.18371 -0.7647
O 2.56390 0.58793 0.89886 -0.0851
C 0.62618 -0.53303 1.72631 -0.1392
C -0.29861 0.13839 0.68390 -0.2408
C -0.50713 -0.47430 -0.73840 -0.1767
C -0.68686 0.60259 -1.77293 -0.2743
O -2.07705 0.85207 -1.96497 -0.1119
H 0.25049 -1.55527 1.82434 0.0903
H 0.72860 0.12317 2.59836 0.0952
H -1.24123 0.32848 1.21617 0.0867
H 0.03739 1.16698 0.50180 0.0872
H -1.40889 -1.09007 -0.71515 0.1038
H 0.31180 -1.20406 -0.82390 0.1162
H -0.27948 1.61028 -1.63766 0.1164
H -0.27557 0.20748 -2.72374 0.1146
H -2.51274 1.47527 -1.36061 0.0849
```

Summary:
spin multiplicity: 1
net charge: -1



[10]
C5H9O3 | ωB97M-V/def2-TZVPD

XYZ file:
```
17
Properties=species:S:1:pos:R:3:lowdin_charge:R:1
C -1.07210 -0.57120 -1.00572 -0.0008
C -0.04774 -0.09571 0.02625 -0.5143
O 1.16675 -0.60776 -0.52899 -0.0985
O 2.03994 -1.08233 0.45550 0.0162
C -0.22944 -0.77688 1.41026 -0.2659
O 0.10599 -2.05790 1.51125 0.0419
H 1.44816 -1.71916 0.89466 0.0289
C 0.06779 1.39667 0.09539 -0.0706
C 0.40957 2.06183 -1.03728 0.0605
H -2.07273 -0.24769 -0.72425 0.0929
H -0.78866 -0.18638 -1.97075 0.0763
H -1.03376 -1.68779 -1.01337 0.1091
H 0.27780 -0.11448 2.14614 0.1419
H -1.28334 -0.82559 1.65008 0.1629
H -0.11918 1.82776 1.05887 0.0993
H 0.51788 3.15221 -1.03331 0.0666
H 0.61307 1.53441 -1.93473 0.0536
```

Summary:
<S²>: 0.755
spin multiplicity: 2



[11]
C5H9O3Pt | ωB97M-V/def2-TZVPD

XYZ file:
```
18
Properties=species:S:1:pos:R:3:lowdin_charge:R:1
H 1.92548 -4.17297 -0.00540 0.1552
O -1.26022 -4.03009 -2.77456 0.1087
O -3.29303 -3.38064 -2.50618 0.1165
O -1.65423 -1.95382 -2.00839 -0.1753
C 0.12114 -3.81176 -2.80951 -0.2102
C -4.29888 -2.42168 -2.07002 -0.1633
C 0.88605 -4.06991 -1.70726 -0.0671
C -5.64388 -3.08778 -2.17377 -0.0464
C -2.05843 -3.04434 -2.43316 -0.5562
H 0.51521 -3.70853 -3.82234 0.1465
H -4.05734 -2.13070 -1.04126 0.1399
H -4.21560 -1.54444 -2.72263 0.1420
H 1.95985 -4.08953 -1.91410 0.0712
H 0.36175 -4.40208 -0.80415 0.0591
H -6.40958 -2.37032 -1.85197 0.0984
H -5.85963 -3.38451 -3.20771 0.0949
H -5.69750 -3.96987 -1.52363 0.0946
Pt -0.02681 -1.65924 -1.70417 0.9913
```

Summary:
<S²>: 2.004
spin multiplicity: 3
net charge: +1



[12]
C5H9O5 | ωB97M-V/def2-TZVPD

XYZ file:
```
19
Properties=species:S:1:pos:R:3:lowdin_charge:R:1
H -1.33371 1.62824 -0.30563 -0.0491
C -1.91295 0.38823 -0.65937 -0.1395
C -0.46725 -0.05040 -0.98360 -0.2937
O -0.15302 -0.23303 -2.11146 0.1619
C 0.55163 0.25190 0.17690 -0.4432
C 0.13537 -0.12762 1.57827 0.0068
C 1.91801 -0.44229 -0.19409 -0.1704
O 1.79426 -1.86453 -0.11559 -0.0527
O 0.71383 1.62821 -0.09711 -0.0140
O -0.64702 2.29424 -0.46076 0.0267
O -2.56768 -0.21997 0.32491 0.0553
H -2.49309 0.63989 -1.54122 0.1481
H -0.04942 -1.19823 1.62789 0.0991
H 0.93114 0.12938 2.27184 0.0957
H -0.75801 0.40296 1.86184 0.0805
H 2.18868 -0.10826 -1.22877 0.1366
H 2.67540 -0.06364 0.53493 0.1349
H 2.59563 -2.22706 -0.53662 0.1039
H -3.12180 -0.82802 -0.14236 0.1129
```

Summary:
<S²>: 0.756
spin multiplicity: 2



[13]
C5H9O5 | ωB97M-V/def2-TZVPD

XYZ file:
```
19
Properties=species:S:1:pos:R:3:lowdin_charge:R:1
C -1.39444 -0.79833 0.16233 0.0452
C -1.24067 0.74590 0.08803 -0.3139
C 0.24768 1.08396 -0.17380 -0.2140
C 1.19761 -0.17089 -0.66560 -0.2467
C 0.97202 -1.20878 0.45994 -0.1703
O 0.40506 -2.35136 0.07027 0.1397
O -1.81676 1.37841 1.12945 0.0666
O 0.80418 1.65864 1.00765 -0.0020
O 0.57041 -0.48453 -1.84890 0.0001
O -0.34493 -1.53214 0.92466 0.0669
H -2.31576 -1.16770 0.70429 0.1823
H -1.41685 -1.24329 -0.83244 0.1463
H -1.77832 1.12248 -0.83096 0.1884
H 0.25949 1.78275 -1.05266 0.1746
H 2.24985 0.16130 -0.52031 0.1711
H 2.17085 -1.65112 1.49551 0.3326
H -1.15256 1.77807 1.65932 0.0901
H 1.62593 2.10201 0.72018 0.1334
H 0.95720 -1.20539 -2.49696 0.2096
```

Summary:
spin multiplicity: 1
net charge: +1



[14]
C5H9O6P | ωB97M-V/def2-TZVPD

XYZ file:
```
21
Properties=species:S:1:pos:R:3:lowdin_charge:R:1
C -2.21660 0.21236 -1.71461 -0.0924
C -1.51264 -0.28760 -0.38500 -0.2111
O -1.38955 0.82299 0.57513 -0.1025
C -0.40626 1.88181 0.39746 -0.7397
O -0.61328 2.72466 1.28030 -0.0214
O 0.12187 2.06975 -0.74880 -0.0884
P 1.70512 1.10563 -0.73567 0.4422
O 2.68989 2.11201 -1.41769 -0.4732
O 1.36897 -0.08292 -1.57688 -0.4040
C 1.56385 0.80539 1.00302 -0.4813
C 2.32316 -0.47169 1.54587 -0.1377
O 2.04633 1.90503 1.80011 -0.1714
H -2.53193 -0.69681 -2.31500 0.0700
H -2.81888 1.06380 -1.47290 0.0523
H -1.41753 0.56207 -2.34172 0.0367
H -0.51322 -0.53005 -0.76178 0.0719
H -2.10743 -0.97198 0.10985 0.0658
H 3.05381 -0.11191 2.33281 0.0543
H 1.41819 -1.00672 1.93276 0.0434
H 2.80858 -1.07423 0.73685 0.0429
H 1.35783 2.58103 1.61212 0.0437
```

Summary:
spin multiplicity: 1
net charge: -2



Energy relative to the best compared isomer or geometry (same formula, charge and spin), respectively: 4.350, 1.498, 1.479, 0.943, 1.224, 0.358, 0.505, 8.334, 1.091, 4.877, 0.282, 2.210, 4.575, 1.915 eV.
Electronic energy, respectively: -28487.2859, -28490.1384, -14696.4329, -14696.9686, -19983.0169, -7376.8303, -7376.6832, -7361.5072, -11474.1476, -11467.0053, -14705.2974, -15561.4220, -15552.5395, -26903.7515 eV.